Entry 1:
Below is 29 unconnected molecules or ions with the total composition H58O29, with properties calculated with wB97M-V/def2-TZVPD.

Structure (XYZ):
```
87
Properties=species:S:1:pos:R:3:forces:R:3:mulliken_charge:R:1
O -17.340065 2.895829 11.787573 -0.4 0.4 -1.0 -0.17
H -16.446970 2.762124 11.470179 0.6 -0.2 0.0 0.37
H -17.296937 2.686913 12.720700 -0.2 0.0 0.9 -0.09
O -17.369684 2.423407 14.447568 1.5 -0.4 -0.9 -0.59
H -18.046248 2.802375 15.008694 -1.0 0.5 0.7 0.42
H -17.564991 1.486421 14.435512 0.0 -0.5 0.2 -0.07
O -14.205614 5.013282 16.718549 -0.1 0.0 0.5 -0.63
H -14.089625 4.917327 15.773257 -0.1 -0.1 -0.5 0.30
H -13.401888 4.656239 17.096422 0.2 0.1 0.2 0.29
O -17.836671 5.587884 11.025213 1.3 0.6 0.0 -0.08
H -17.742950 4.656185 11.223644 0.2 -0.7 0.4 0.13
H -18.746546 5.682932 10.743565 -0.7 0.4 -0.1 0.28
O -17.258771 -1.832592 12.002450 -0.4 -0.3 -0.3 -0.58
H -16.396829 -1.448918 12.163923 -0.3 0.3 0.1 0.34
H -17.512329 -2.215204 12.842420 -0.1 -0.2 0.2 0.28
O -18.660202 -0.092277 15.316457 -0.5 0.7 -0.4 -0.64
H -19.410575 -0.608556 15.022122 -0.3 -0.2 0.0 0.30
H -17.934722 -0.716181 15.341758 0.5 -0.6 0.3 0.32
O -23.027552 3.709800 10.470600 -0.5 -0.1 0.0 -0.62
H -22.192442 3.353322 10.773475 0.3 -0.1 0.0 0.33
H -23.086193 4.570030 10.886311 0.0 0.2 0.0 0.30
O -16.536227 -1.250089 16.320802 -0.1 -0.5 -0.2 -0.69
H -15.763017 -1.796062 16.463279 0.1 -0.2 0.0 0.30
H -16.185951 -0.371261 16.175260 0.4 0.7 0.3 0.32
O -11.827737 3.660763 13.684841 0.2 0.1 -0.2 -0.61
H -11.431078 2.818235 13.906273 0.2 -0.2 0.0 0.30
H -12.707653 3.617535 14.059148 -0.4 0.1 0.1 0.25
O -16.816417 6.578893 14.368337 -0.2 0.1 0.1 -0.72
H -16.338510 5.750960 14.319536 0.6 -0.4 0.0 0.34
H -16.232247 7.217635 13.959705 0.1 0.2 0.0 0.22
O -15.183222 1.257381 16.698528 0.0 -0.3 -0.2 -0.56
H -15.393181 1.767245 17.480952 -0.2 0.2 0.2 0.27
H -14.304005 1.545477 16.453137 0.2 0.2 -0.1 0.25
O -13.438564 4.887441 9.336427 0.2 -0.5 -0.5 -0.57
H -12.820197 4.445276 9.918105 0.1 0.2 0.1 0.20
H -14.065423 5.306225 9.926263 -0.2 0.5 0.4 0.34
O -20.623537 3.401932 8.565591 -0.9 0.2 -0.4 -0.73
H -19.733460 3.062270 8.472716 0.4 -0.2 0.2 0.44
H -20.601603 3.914801 9.373503 0.0 0.2 0.1 0.35
O -20.109519 1.154849 13.179822 -0.2 0.1 -0.3 -0.54
H -19.477359 0.983740 13.877901 0.4 -0.1 0.3 0.36
H -20.891889 1.465597 13.635417 -0.4 0.0 0.1 0.26
O -18.165485 2.582201 9.061615 0.2 -0.6 -0.1 -0.55
H -17.886990 2.520558 9.975327 -0.2 -0.2 0.6 0.26
H -17.562902 3.213958 8.669164 0.4 0.3 -0.5 0.37
O -20.436621 6.268534 10.887995 -0.4 0.5 -0.3 -0.62
H -20.710163 5.562310 11.473370 0.1 -0.6 0.0 0.28
H -20.505478 7.061350 11.419907 0.1 0.4 -0.1 0.26
O -19.773794 -0.456248 10.819300 -0.3 -0.1 -0.3 -0.52
H -19.080487 -1.079360 11.036757 0.5 -0.2 -0.1 0.32
H -19.978540 -0.025729 11.649335 -0.1 0.3 0.3 0.26
O -14.957542 -0.606760 12.879329 0.2 0.0 0.2 -0.66
H -14.525273 -1.306208 12.389282 0.4 -0.3 -0.3 0.31
H -14.335461 -0.377650 13.569810 0.1 -0.1 0.4 0.24
O -20.389249 3.771528 11.864818 -0.5 0.1 -0.1 -0.25
H -19.981684 2.912459 11.754680 0.3 -0.5 -0.1 0.06
H -20.602193 3.818403 12.796847 0.2 0.0 0.3 0.11
O -19.263451 3.563140 15.694378 -0.2 -0.8 0.8 -0.69
H -19.273342 4.297339 15.080305 -0.4 1.1 -0.7 0.45
H -19.001120 3.951755 16.528874 -0.1 0.0 0.4 0.31
O -18.668617 -0.586085 8.178334 0.2 -0.4 -0.5 -0.67
H -19.515573 -0.593008 8.624247 -0.2 0.1 0.3 0.31
H -18.299147 0.273992 8.378296 0.0 0.4 0.1 0.33
O -16.513079 4.288255 7.627304 0.0 0.0 0.1 -0.58
H -15.839937 4.288297 6.946790 0.3 -0.1 -0.2 0.26
H -16.858810 5.180828 7.622927 -0.2 0.3 0.1 0.22
O -14.449083 1.610991 8.062251 -0.1 -0.3 -0.3 -0.64
H -15.150611 2.262143 8.071125 -0.3 0.2 0.0 0.32
H -14.000980 1.729570 8.899741 0.2 0.1 0.1 0.34
O -19.281184 5.567914 13.976143 -0.9 -0.4 0.0 -0.63
H -19.742664 6.404428 13.916908 -0.1 0.2 0.1 0.26
H -18.356881 5.796219 13.877294 0.7 0.5 -0.3 0.33
O -14.705253 1.929784 11.971789 -0.1 1.0 0.4 -0.41
H -13.941821 1.882076 11.396345 0.4 -0.1 -0.4 0.24
H -14.829183 1.032415 12.280975 -0.4 -0.5 -0.1 0.33
O -17.222996 8.550387 11.686848 -0.1 0.3 0.1 -0.55
H -16.625198 8.822752 12.383042 0.1 0.3 0.1 0.34
H -17.188862 7.593910 11.701763 -0.4 -0.6 -0.2 0.14
O -12.529229 1.779415 10.207330 -0.1 0.0 0.3 -0.57
H -11.762148 1.234400 10.031906 0.2 -0.3 -0.2 0.22
H -12.167299 2.621271 10.483927 0.2 0.3 0.0 0.27
O -14.946532 3.987516 14.211573 0.6 0.8 0.2 -0.27
H -14.744933 3.426983 13.462302 -0.1 -0.4 -0.8 0.08
H -15.737883 3.605439 14.591066 -0.5 -0.7 0.2 0.41
O -14.822143 6.739785 11.020423 0.3 -0.1 0.0 -0.64
H -14.741406 7.103545 11.902119 0.2 0.1 0.1 0.25
H -15.735395 6.459689 10.959071 -0.7 -0.2 -0.2 0.35
```
Forces are in eV/Å.

For the lowest unoccupied orbital energy, the calculation gives -0.045 Ha. The calculation puts the HOMO-LUMO gap at 8.2471 eV.

=====

Entry 2:
Below is C2H4N4 in the gas phase, with properties calculated with wB97M-V/def2-TZVPD.

Structure (XYZ):
```
10
Properties=species:S:1:pos:R:3:forces:R:3:mulliken_charge:R:1
C 0.534338 0.092423 0.054369 -1.2 -0.3 0.8 -0.33
C 1.617621 0.964149 -0.360379 0.3 -0.2 -0.4 -0.02
N -1.325584 -0.974430 0.422172 1.7 -0.7 -0.5 0.48
N -0.468777 -0.267128 -0.639083 -0.5 0.8 -0.2 -0.39
N -2.202877 -1.775414 0.139807 0.8 0.2 0.2 -0.48
N 1.511746 2.179065 -0.720426 -0.1 0.0 0.0 -0.56
H -2.366486 -2.406641 0.936681 -0.3 0.4 0.1 0.28
H 0.534149 2.468849 -0.803065 0.0 -0.1 0.1 0.24
H -0.456034 -0.837795 1.201855 -0.8 0.0 -0.1 0.45
H 2.621903 0.556921 -0.231930 0.0 0.0 0.0 0.32
```
Forces are in eV/Å.

For the lowest unoccupied orbital energy (spin up / spin down), the calculation gives -0.040 / -0.040 Ha. The calculation puts the HOMO-LUMO gap (spin up / spin down) at 7.4703 / 7.4697 eV.

=====

Entry 3:
Below is a gas-phase ion, C5H15N2 (charge +2), with properties calculated with wB97M-V/def2-TZVPD.

Structure (XYZ):
```
22
Properties=species:S:1:pos:R:3:forces:R:3:mulliken_charge:R:1
C -1.180378 -0.172808 -0.743084 -2.1 0.9 -0.7 -0.39
N 0.239451 -0.109153 -0.918194 0.4 -5.1 -2.1 -0.14
C 1.041157 -1.457208 -1.210802 -0.5 0.1 2.6 -0.29
C 2.509537 -1.280211 -0.781468 0.8 -0.5 -0.4 -1.21
C -1.731457 0.071384 0.680644 -1.4 0.8 0.9 -0.68
N -0.637586 0.730761 1.489197 0.8 -4.0 0.1 -0.16
C -0.380312 2.112130 1.331015 -2.1 2.6 -1.6 -0.76
H -1.624617 -1.102146 -1.112112 0.6 -0.4 0.2 0.40
H -1.520337 0.576338 -1.490262 -0.4 0.0 0.9 0.46
H 0.426690 0.571729 -1.601850 1.4 1.8 -0.6 0.34
H 0.930293 -1.915376 -2.232279 -0.1 1.5 0.1 0.42
H 0.508432 -2.251409 -0.605054 0.6 1.0 -0.2 0.34
H 3.054766 -2.208778 -1.077733 -0.4 0.7 0.3 0.34
H 3.050008 -0.444244 -1.206213 -0.2 0.1 -1.1 0.39
H 2.754571 -1.053320 0.255512 -0.9 -0.7 0.5 0.38
H -2.736900 0.656747 0.772405 2.0 -0.8 -0.6 0.39
H -1.907706 -0.836979 1.276080 0.0 -0.2 -0.9 0.43
H -0.897967 0.442253 2.479747 1.2 0.7 -1.1 0.41
H 0.213996 0.189555 1.102682 -1.2 0.8 2.0 0.33
H -0.179904 2.390142 0.254368 -0.6 -0.5 1.0 0.30
H -1.330301 2.577825 1.704493 1.2 0.4 -0.4 0.34
H 0.494641 2.416688 1.825352 0.9 0.4 1.2 0.37
```
Forces are in eV/Å.

For the lowest unoccupied orbital energy (spin up / spin down), the calculation gives -0.268 / -0.481 Ha. As for the charge: +2. The multiplicity is 2. Its expectation value of S² is 0.75. The calculation puts the HOMO-LUMO gap (spin up / spin down) at 12.9543 / 7.1261 eV.